No. 1
{
  "formula": "CHKO4",
  "method": "ωB97M-V/def2-TZVPD",
  "e_lumo_ev": -0.8,
  "e_above_lowest_kcal_mol": 14.3,
  "total_charge": 0,
  "symbols": ["K", "O", "O", "O", "O", "C", "H"],
  "positions_angstrom": [[1.0868, 1.5580, -1.7603], [-1.0273, -0.9806, 1.4277], [0.9120, -0.8211, 0.6431], [1.6499, 0.3281, 0.0726], [-0.7260, 0.2779, -0.4277], [-0.2970, -0.3057, 0.7133], [-1.5984, -0.0565, -0.6686]],
  "forces_ev_per_a": [[0.054, 0.365, -0.466], [-1.096, 2.424, 0.242], [1.324, 3.267, -0.348], [1.002, -0.737, 0.435], [-0.330, 1.728, -0.772], [-0.804, -7.003, 0.137], [-0.150, -0.043, 0.772]]
}



No. 2
{
  "formula": "CHLiO3",
  "method": "ωB97M-V/def2-TZVPD",
  "e_lumo_ev": -0.4,
  "total_charge": 0,
  "symbols": ["O", "O", "O", "C", "Li", "H"],
  "positions_angstrom": [[-5.0904, 0.0311, 1.0546], [-3.2599, -1.3430, 1.3368], [-1.9265, 0.7103, 0.2206], [-4.0664, -0.4971, 1.1968], [-1.6529, -1.0169, 0.0238], [-2.5376, 1.3583, -0.1259]],
  "forces_ev_per_a": [[1.118, 0.690, 0.206], [0.068, 0.368, 0.174], [-0.338, -0.803, -0.225], [-0.851, -1.508, -0.392], [-0.230, 1.008, 0.377], [0.233, 0.244, -0.141]]
}



No. 3
{
  "formula": "CHLiOTm",
  "method": "ωB97M-V/def2-TZVPD",
  "e_lumo_ev": [-4.2, -4.9],
  "e_above_lowest_kcal_mol": 0.0,
  "s_squared": 2.01,
  "spin_multiplicity": 3,
  "total_charge": 1,
  "symbols": ["Tm", "O", "C", "Li", "H"],
  "positions_angstrom": [[1.7329, 1.6541, 1.1743], [-0.9117, -0.1048, -0.3039], [0.2421, 0.2420, -0.6176], [-1.8590, -1.1296, 0.8628], [0.7958, -0.6617, -1.1157]],
  "forces_ev_per_a": [[-0.288, -0.104, -0.565], [-0.524, -0.213, 0.515], [1.173, -1.052, 0.658], [0.109, 0.334, -0.558], [-0.470, 1.034, -0.051]]
}



No. 4
{
  "formula": "CHN2",
  "method": "ωB97M-V/def2-TZVPD",
  "e_lumo_ev": [-10.0, -10.0],
  "e_above_lowest_kcal_mol": 25.4,
  "total_charge": 1,
  "symbols": ["N", "N", "C", "H"],
  "positions_angstrom": [[1.8127, -0.0134, 0.0025], [0.6027, 0.0066, -0.0086], [-0.6705, 0.0122, 0.0074], [-1.7449, -0.0054, -0.0012]],
  "forces_ev_per_a": [[-4.056, 0.101, -0.061], [-1.303, -0.100, 0.141], [5.695, -0.007, -0.064], [-0.336, 0.006, -0.016]]
}



No. 5
{
  "formula": "CHN2",
  "method": "ωB97M-V/def2-TZVPD",
  "e_lumo_ev": -8.8,
  "e_above_lowest_kcal_mol": 46.0,
  "total_charge": 1,
  "symbols": ["N", "N", "C", "H"],
  "positions_angstrom": [[2.3663, 0.2944, 0.7280], [1.7557, 1.0436, -0.2253], [1.0555, 0.0756, 0.3198], [-0.3934, -0.0619, -0.0745]],
  "forces_ev_per_a": [[-3.371, 0.345, -1.949], [2.063, -0.489, 1.266], [-3.063, 0.522, -1.080], [4.371, -0.379, 1.763]]
}



No. 6
{
  "formula": "CHN2O3",
  "method": "ωB97M-V/def2-TZVPD",
  "e_lumo_ev": -7.9,
  "e_above_lowest_kcal_mol": 18.3,
  "total_charge": 1,
  "symbols": ["O", "O", "O", "N", "N", "C", "H"],
  "positions_angstrom": [[0.6311, -2.0861, -0.3607], [-0.8140, -1.3015, 1.2380], [0.3408, 1.8289, -1.8307], [0.1357, 1.4205, -0.8101], [0.1423, 0.8167, 0.1841], [-0.0678, -1.7049, 0.4581], [-0.3682, 1.0262, 1.1213]],
  "forces_ev_per_a": [[1.033, -0.337, -0.902], [-0.700, 0.459, 1.082], [-0.266, 0.446, -0.797], [0.624, -1.467, 2.372], [-0.981, 2.075, -0.123], [-0.440, -0.801, -0.017], [0.729, -0.375, -1.615]]
}



No. 7
{
  "formula": "CHN2O3P",
  "method": "ωB97M-V/def2-TZVPD",
  "e_lumo_ev": 7.4,
  "e_above_lowest_kcal_mol": 6.7,
  "smiles": "N#CNP(=O)([O-])[O-]",
  "total_charge": -2,
  "symbols": ["P", "O", "O", "O", "N", "N", "C", "H"],
  "positions_angstrom": [[1.7846, -0.5169, -0.0425], [1.6256, 0.3598, 1.2130], [2.3023, 0.1606, -1.2481], [2.3162, -1.9215, 0.2328], [0.1111, -0.6170, -0.5902], [-1.6780, -1.9403, 0.4772], [-0.8678, -1.2548, 0.0071], [-0.0769, 0.3240, -0.4528]],
  "forces_ev_per_a": [[2.032, -1.199, 2.875], [-0.082, -0.230, -0.595], [1.038, 1.203, -1.695], [-0.663, 0.433, -0.267], [-1.449, -1.533, -0.456], [-0.634, 0.029, 0.097], [0.305, -1.248, 0.328], [-0.547, 2.546, -0.288]]
}



No. 8
{
  "formula": "CHN2O4",
  "method": "ωB97M-V/def2-TZVPD",
  "e_lumo_ev": 4.0,
  "e_above_lowest_kcal_mol": 126.3,
  "smiles": "[O-][N+]([O-])=C=[N+]([O-])O",
  "total_charge": -1,
  "symbols": ["O", "O", "O", "O", "N", "N", "C", "H"],
  "positions_angstrom": [[1.6944, 1.0975, 1.0877], [-1.8312, 0.1701, -0.5362], [-0.8220, -1.6054, 0.4630], [2.4344, 0.0698, -0.6560], [1.4888, 0.4718, 0.0540], [-0.6783, -0.4543, -0.0688], [0.2364, 0.3674, -0.3917], [-2.5226, -0.1170, 0.0480]],
  "forces_ev_per_a": [[-0.022, 0.410, 0.984], [-2.031, -0.048, -1.241], [0.085, 0.419, 0.175], [-0.134, -0.021, -0.143], [2.014, -1.262, -0.267], [1.374, 0.822, -0.107], [-0.715, 0.310, -0.055], [-0.571, -0.631, 0.654]]
}



No. 9
{
  "formula": "CHN3O",
  "method": "ωB97M-V/def2-TZVPD",
  "e_lumo_ev": -0.5,
  "e_above_lowest_kcal_mol": 96.4,
  "total_charge": 0,
  "symbols": ["O", "N", "N", "N", "C", "H"],
  "positions_angstrom": [[-1.3452, 0.2741, 0.9126], [0.6840, -1.1606, -0.5652], [0.7832, -2.3053, -0.7532], [0.5995, 0.4148, -0.3471], [-0.4324, 0.8355, 0.3702], [-0.2891, 1.9415, 0.3827]],
  "forces_ev_per_a": [[-0.505, -0.254, 0.307], [-0.680, -5.921, -0.197], [-0.471, 8.538, 1.226], [2.621, -1.761, -1.905], [-1.099, -0.462, 0.659], [0.134, -0.140, -0.090]]
}



No. 10
{
  "formula": "CHN3O2",
  "method": "ωB97M-V/def2-TZVPD",
  "e_lumo_ev": -0.7,
  "e_above_lowest_kcal_mol": 70.9,
  "total_charge": 0,
  "symbols": ["O", "O", "N", "N", "N", "C", "H"],
  "positions_angstrom": [[-0.3773, -1.2029, 0.0378], [1.5822, -0.2370, -0.1481], [-0.3146, 1.0040, -0.0768], [-1.5322, 0.5494, -0.0219], [-1.7458, -0.6444, -0.1308], [0.3574, -0.2065, -0.1074], [2.0303, 0.7374, 0.4471]],
  "forces_ev_per_a": [[-0.080, -2.770, -1.503], [7.726, 3.034, 2.755], [1.279, -2.521, 0.235], [-3.009, 2.021, -1.198], [-0.236, -0.289, 1.525], [-3.457, 4.777, 1.264], [-2.224, -4.251, -3.078]]
}



No. 11
{
  "formula": "CHN3O2",
  "method": "ωB97M-V/def2-TZVPD",
  "e_lumo_ev": 0.6,
  "e_above_lowest_kcal_mol": 20.8,
  "smiles": "O=c1[nH]nno1",
  "total_charge": 0,
  "symbols": ["O", "O", "N", "N", "N", "C", "H"],
  "positions_angstrom": [[-0.2670, -1.2812, -0.4826], [1.9026, -0.6466, 0.0575], [-1.5381, -0.5070, -0.4226], [-1.2653, 0.6123, 0.0233], [0.0298, 0.7001, 0.2967], [0.7204, -0.4661, -0.0418], [0.4177, 1.5885, 0.5695]],
  "forces_ev_per_a": [[-0.459, 0.594, 0.126], [-0.716, -0.329, -0.201], [0.986, -0.291, 0.079], [-0.175, -0.561, -0.208], [0.233, 0.151, -0.026], [0.038, 0.577, 0.196], [0.092, -0.141, 0.034]]
}



No. 12
{
  "formula": "CHN3O3",
  "method": "ωB97M-V/def2-TZVPD",
  "e_lumo_ev": [-3.4, -3.7],
  "e_above_lowest_kcal_mol": 127.3,
  "total_charge": 0,
  "symbols": ["O", "O", "O", "N", "N", "N", "C", "H"],
  "positions_angstrom": [[-1.3079, 1.1131, -0.7379], [0.5112, 1.8745, 0.0468], [-1.2019, -0.8731, 0.5323], [2.4638, -1.7465, -0.4206], [-0.2412, -0.0480, 0.8757], [-0.2983, 1.0475, 0.0008], [1.7120, -0.9855, -0.0149], [-1.6378, -0.3820, -0.2821]],
  "forces_ev_per_a": [[0.481, -0.823, 0.457], [2.376, 1.354, 0.890], [0.521, 1.240, -0.144], [1.031, -0.955, -0.542], [0.504, -2.895, 0.370], [-3.086, 1.002, -2.631], [-2.021, 1.442, 0.968], [0.193, -0.366, 0.632]]
}